{"formula": "C25H45N2P3Se2W", "method": "the ωB97M-V functional and the def2-TZVPD basis", "molar_mass_g_mol": 808.3, "total_energy_ev": -189976.612, "multiplicity": 3, "gap_ev": [5.70, 4.25], "charge": 4, "species": ["W", "P", "P", "P", "H", "C", "C", "H", "C", "C", "C", "C", "C", "C", "C", "C", "C", "H", "H", "H", "H", "H", "H", "H", "H", "H", "H", "H", "H", "H", "H", "H", "H", "H", "H", "H", "H", "H", "H", "H", "H", "H", "H", "H", "H", "H", "C", "C", "C", "C", "C", "C", "Se", "H", "H", "H", "H", "H", "H", "C", "N", "C", "Se", "N", "C", "C", "C", "C", "C", "C", "H", "H", "H", "H", "H", "H", "H", "H"], "xyz": [[-0.1040, -0.1828, -0.2998], [0.2063, 1.7873, 1.0225], [-2.3757, 0.2788, -0.5647], [2.2155, -0.2459, -0.6865], [-1.6888, -3.1976, -5.3175], [-0.8296, -3.7145, -4.7889], [-0.4455, -3.5022, -3.4958], [-0.9431, -2.7298, -2.8654], [0.5480, 3.4876, 0.4770], [-1.0841, 2.1824, 2.2474], [1.5134, 1.7166, 2.2883], [-2.9628, -0.7644, -1.8941], [-3.3664, -0.1690, 0.8654], [-2.8856, 1.9674, -0.9374], [2.5032, -1.4002, -2.0438], [3.2219, -0.8170, 0.6829], [3.0808, 1.2569, -1.1731], [-0.2681, -4.4517, -5.4046], [0.2273, -4.2120, -2.9689], [0.6242, 4.0591, 1.4202], [-0.2615, 3.9075, -0.1288], [1.4945, 3.5815, -0.0646], [-0.7068, 3.1005, 2.7165], [-1.1767, 1.4045, 3.0119], [-2.0660, 2.4014, 1.8224], [1.3676, 2.6449, 2.8539], [2.5272, 1.7205, 1.8825], [1.3882, 0.8749, 2.9747], [-4.0370, -0.5519, -1.9351], [-2.7777, -1.8234, -1.6744], [-2.5020, -0.4927, -2.8518], [-4.3846, 0.1632, 0.6217], [-3.0175, 0.3334, 1.7802], [-3.3198, -1.2524, 1.0258], [-3.9803, 1.8857, -0.9509], [-2.4934, 2.2883, -1.9157], [-2.5684, 2.6905, -0.1775], [3.5835, -1.3406, -2.2311], [1.9596, -1.1000, -2.9484], [2.2089, -2.4195, -1.7638], [4.2228, -0.9328, 0.2541], [2.8765, -1.7750, 1.0796], [3.2689, -0.0764, 1.4860], [4.0715, 0.8722, -1.4501], [3.1779, 1.9596, -0.3371], [2.5877, 1.7403, -2.0246], [0.0977, 0.6228, -4.5194], [-0.1334, -0.7218, -4.8727], [0.3139, -1.1803, -6.1253], [0.6903, -0.2190, -7.0853], [0.9776, 1.1124, -6.7231], [0.7587, 1.5012, -5.4021], [-0.3422, 1.4504, -2.7677], [0.1266, -0.0027, -2.0905], [-0.5762, -1.4178, -4.1493], [0.3765, -2.2680, -6.3665], [0.7933, -0.5744, -8.1034], [1.4053, 1.8268, -7.4332], [1.0880, 2.4762, -5.0282], [1.8722, -1.8400, 3.8185], [0.4549, -1.5516, 3.9955], [-0.4609, -1.5178, 2.9874], [-0.1899, -2.0709, 1.1537], [-1.6387, -1.0877, 3.5312], [-1.4196, -0.7041, 4.8669], [-2.1965, 0.1179, 5.6738], [-1.5670, 0.6706, 6.7912], [-0.2338, 0.3707, 7.1402], [0.5542, -0.3708, 6.2430], [-0.0860, -0.9540, 5.1527], [2.0450, -2.6331, 3.0782], [2.2889, -2.1548, 4.7782], [2.4370, -0.9488, 3.5167], [-2.5148, -0.9228, 3.0084], [-3.2494, 0.2391, 5.4126], [-2.1277, 1.3521, 7.4188], [0.1893, 0.7166, 8.0941], [1.6366, -0.4697, 6.3872]], "forces_ev_per_a": [[0.200, -1.526, 0.405], [0.055, 1.178, 1.519], [-1.684, 1.457, -0.200], [1.933, 0.882, -0.993], [1.240, -0.440, 0.853], [0.234, -0.015, 0.884], [-0.875, -0.814, -1.088], [0.163, -0.727, -0.324], [0.020, 0.219, -0.487], [-0.522, 0.052, -0.026], [0.511, -0.276, 0.111], [-0.443, -0.085, -0.312], [-0.283, -0.113, 0.413], [-0.396, 0.048, -0.245], [0.329, -0.114, -0.039], [0.311, -0.343, 0.302], [0.219, -0.104, -0.218], [-0.721, 0.320, 0.615], [-0.220, 0.789, -0.601], [-0.018, -0.109, -0.589], [0.149, -0.028, 0.058], [-0.199, -0.023, 0.020], [-0.358, -0.266, 0.080], [0.037, 0.118, -0.128], [0.124, -0.018, 0.104], [0.215, -0.275, -0.010], [-0.163, 0.069, 0.076], [0.000, 0.060, -0.126], [-0.037, -0.409, -0.290], [-0.234, 0.176, -0.056], [-0.209, -0.055, 0.260], [0.030, -0.292, 0.366], [-0.238, 0.154, -0.574], [-0.262, 0.129, -0.190], [0.111, 0.555, -0.184], [-0.626, -0.079, 0.505], [-0.176, -0.249, -0.128], [-0.166, -0.385, -0.183], [0.164, -0.052, 0.204], [0.178, 0.150, -0.125], [0.050, -0.080, 0.220], [0.139, 0.145, -0.153], [0.010, -0.225, -0.230], [-0.013, 0.560, -0.100], [0.011, -0.177, -0.234], [0.276, -0.071, 0.179], [-0.005, 0.110, 1.322], [0.292, -0.898, -0.626], [-0.709, -0.330, 1.813], [0.384, -0.084, -0.385], [0.071, 0.821, 1.116], [0.299, 0.751, -1.377], [1.071, -0.494, -1.402], [0.103, -0.337, -0.073], [0.362, 0.542, -0.612], [-0.381, 1.109, 0.204], [0.106, 0.269, -0.162], [-0.162, -0.372, 0.180], [-0.255, -0.231, -0.410], [0.690, -0.162, 0.146], [-0.224, 0.503, -1.483], [-0.624, -0.005, 2.031], [-0.194, -0.098, 1.152], [0.446, -0.172, -0.700], [-0.106, 0.451, -0.448], [-0.071, -0.110, 0.301], [-0.568, -0.413, -0.033], [0.417, -0.434, -0.848], [0.226, -0.064, 0.963], [0.218, 0.347, -0.791], [-0.277, 0.151, 0.347], [-0.161, -0.157, -0.170], [-0.296, -0.094, 0.064], [0.948, -0.479, 0.652], [0.286, 0.419, 0.338], [-0.059, -0.169, 0.087], [-0.163, 0.078, -0.692], [-0.526, -0.163, 0.151]], "lowdin_spin": [0.896, 0.036, 0.032, 0.029, 0.000, 0.000, 0.001, 0.000, 0.001, 0.007, 0.024, 0.029, -0.005, 0.015, 0.022, 0.002, 0.002, 0.000, 0.000, 0.000, 0.000, 0.000, 0.000, 0.000, 0.000, 0.002, 0.000, 0.000, 0.004, 0.000, 0.001, -0.001, 0.000, 0.000, 0.001, 0.005, 0.000, 0.004, 0.000, 0.000, 0.000, -0.001, 0.000, 0.000, 0.000, 0.002, 0.230, 0.040, 0.101, 0.278, 0.052, 0.079, 0.132, -0.001, -0.001, 0.002, 0.011, 0.000, 0.001, -0.001, 0.000, 0.006, -0.032, 0.000, 0.000, 0.000, 0.000, 0.000, 0.000, 0.000, 0.000, 0.000, 0.000, 0.000, 0.000, 0.000, 0.000, 0.000]}